(1)
Below is C16H19IrN8O3S3 as an isolated structure, with properties calculated with ωB97M-V/def2-TZVPD.

```
50
Properties=species:S:1:pos:R:3
Ir 0.4411 0.1390 -0.6218
C -4.4223 -3.3584 0.1399
S -2.6608 -3.7558 0.0256
C -1.8479 -2.2787 0.4585
S -2.8680 -0.8484 0.4391
N -0.6090 -2.4518 0.7586
N 0.2787 -1.4025 0.8411
C 1.1667 -1.5604 1.7454
C 2.3291 -0.6818 1.9657
C 2.7182 -0.3994 3.2608
C 3.8595 0.3502 3.5042
C 4.6080 0.8012 2.4298
C 4.1855 0.5055 1.1525
N 3.0726 -0.2176 0.9288
H -4.6940 -3.0301 1.1401
H -4.9160 -4.3077 -0.0614
H -4.7410 -2.6429 -0.6148
H 1.0586 -2.4052 2.4201
H 2.1209 -0.7846 4.0761
H 4.1613 0.5697 4.5192
H 5.5113 1.3775 2.5669
H 4.7102 0.8269 0.2647
C 0.7231 5.1162 -3.0588
C 0.8556 3.6496 -2.8981
N 1.3597 2.8258 -3.7673
N 1.2835 1.6167 -3.1582
C 0.7386 1.6438 -1.9410
S 2.6713 -0.6080 -0.7424
N 0.4655 2.9518 -1.7751
N 0.0462 3.5277 -0.5645
H 1.1054 5.3945 -4.0370
H 1.2987 5.6473 -2.2992
H -0.3204 5.4284 -2.9930
H 1.6918 0.8164 -3.6110
H -0.7922 3.0426 -0.2540
H -0.1678 4.5029 -0.7379
O 0.1151 -1.3402 -1.9219
N -0.4792 -1.0498 -3.1085
C -1.5319 -0.2195 -3.1819
C -2.1443 -0.0198 -4.3986
C -1.6774 -0.6897 -5.5219
C -0.5960 -1.5511 -5.4022
C -0.0012 -1.7172 -4.1705
H -1.8246 0.2514 -2.2526
H -2.9887 0.6517 -4.4558
H -2.1538 -0.5427 -6.4815
H -0.2073 -2.0955 -6.2504
H 0.8328 -2.3737 -3.9680
O -1.8921 0.3342 0.9934
O -1.2537 1.0115 -0.1260
```

For the energy above the lowest of the compared OMol25 structures with the same formula, charge and spin, the calculation gives 235.10 kJ/mol. As for the LUMO energy: -6.95 eV. The calculation puts the total energy at -2583.01944 hartree. The calculation puts the highest occupied orbital energy at -14.2 eV. The value obtained for the gap between HOMO and LUMO is 7.223 eV. The net charge is +2.

(2)
Below is C16H19N2O5PS as an isolated structure, with properties calculated with ωB97M-V/def2-TZVPD.

```
44
Properties=species:S:1:pos:R:3
C -1.0952 -2.1168 4.0619
C -0.0354 -2.1268 2.9789
O 1.0058 -1.2179 3.2909
C 2.3366 -1.6661 3.1160
C 2.9392 -1.0702 1.8366
C 1.9660 -1.1019 0.6912
C 1.8128 -2.2381 -0.1925
P 2.7592 -3.7740 -0.1995
O 3.3480 -4.0671 -1.5017
O 3.8188 -3.7447 0.9965
O 1.7070 -4.8970 0.2692
C 0.8928 -2.2446 -1.2048
C 0.0644 -1.1178 -1.3825
N -0.8971 -0.9459 -2.3022
S -1.5256 0.4905 -2.0270
N -0.6707 0.9856 -0.7696
C 0.1965 -0.0025 -0.5045
C 1.1571 -0.0220 0.5405
O 1.2060 1.0534 1.3759
H -1.8560 -2.8600 3.8095
H -1.5924 -1.1490 4.1117
H -0.6750 -2.3778 5.0317
H 0.3589 -3.1433 2.8577
H -0.4908 -1.8427 2.0219
H 2.4053 -2.7588 3.1314
H 2.9108 -1.3029 3.9718
H 3.8678 -1.5663 1.5711
H 3.1800 -0.0318 2.0663
H 3.6387 -4.3892 1.6888
H 1.0822 -4.5774 0.9318
H 0.8099 -3.0910 -1.8736
H 1.0242 0.7493 2.2769
C -4.2779 5.2659 -3.5983
C -3.2654 5.7024 -4.4414
C -1.9584 5.2844 -4.2323
C -1.6640 4.4273 -3.1811
C -2.6770 3.9902 -2.3393
C -3.9838 4.4096 -2.5463
H -5.2967 5.5931 -3.7613
H -3.4952 6.3689 -5.2626
H -1.1687 5.6277 -4.8880
H -0.6452 4.1001 -3.0161
H -2.4446 3.3257 -1.5160
H -4.7726 4.0698 -1.8876
```

As for the LUMO energy: -0.80 eV. The calculation puts the total energy at -1846.42736 hartree. The calculation puts the highest occupied orbital energy at -9.0 eV. The value obtained for the gap between HOMO and LUMO is 8.224 eV.

(3)
Below is a 2-piece molecular cluster, C16H19N3O overall, with properties calculated with ωB97M-V/def2-TZVPD.

```
39
Properties=species:S:1:pos:R:3
C 3.6657 2.2256 -3.6759
O 3.0525 3.1084 -2.7056
C 2.4442 2.5423 -1.6267
C 1.7484 3.4163 -0.7535
C 1.0420 2.9018 0.3133
C 1.0192 1.5151 0.5770
C 0.2367 0.9545 1.6969
C 0.8461 0.1385 2.6535
C 0.1609 -0.2656 3.8257
N -0.4381 -0.5962 4.7784
C 2.1755 -0.3408 2.5286
N 3.2695 -0.7602 2.4382
C 1.7577 0.6643 -0.2608
C 2.4377 1.1480 -1.3688
H 4.0809 2.9042 -4.4226
H 4.4667 1.6268 -3.2151
H 2.9185 1.5607 -4.1374
H 1.7917 4.4843 -0.9571
H 0.5043 3.5702 0.9875
H -0.6756 1.4933 1.9825
H 1.7897 -0.4058 -0.0515
H 2.9741 0.4625 -2.0290
C -3.5713 -2.6402 -0.1605
C -2.7493 -3.0031 1.0739
C -1.9229 -1.8428 1.6295
N -1.3596 -0.9477 0.6582
C -1.8813 -0.7940 -0.6702
C -2.7005 -1.9612 -1.2152
H -4.0145 -3.5454 -0.5824
H -4.3902 -1.9719 0.1270
H -3.3993 -3.3705 1.8724
H -2.0604 -3.8133 0.8155
H -2.5424 -1.2607 2.3403
H -1.0856 -2.2362 2.2284
H -0.7644 -0.1921 0.9913
H -2.4932 0.1269 -0.7005
H -1.0100 -0.6050 -1.3179
H -2.0064 -2.6991 -1.6290
H -3.3168 -1.5918 -2.0385
```

For the energy above the lowest of the compared OMol25 structures with the same formula, charge and spin, the calculation gives 395.16 kJ/mol. As for the LUMO energy: -1.21 eV. The calculation puts the total energy at -860.49352 hartree. The calculation puts the highest occupied orbital energy at -8.0 eV. The value obtained for the gap between HOMO and LUMO is 6.769 eV. As for the SMILES: COc1ccc(C=C(C#N)C#N)cc1.C1CCNCC1.

(4)
Below is C16H19N6O9SZr as an isolated structure, with properties calculated with ωB97M-V/def2-TZVPD.

```
52
Properties=species:S:1:pos:R:3
Zr -1.1670 -1.1304 -0.4504
O -3.2660 -1.3477 0.4431
C -3.7451 -2.7279 0.4956
C -3.4070 -3.4132 -0.8095
N -1.9463 -3.3610 -1.0489
C -1.6319 -3.4307 -2.5023
C -1.6853 -2.0400 -3.1549
O -1.4221 -1.8616 -4.2973
O -1.9817 -1.0787 -2.2546
C -1.2018 -4.3572 -0.2362
C -0.0563 -3.6145 0.4511
O 1.0845 -3.9777 0.4662
O -0.4949 -2.4404 0.9148
H -3.9614 -0.7786 0.0864
H -3.2359 -3.1740 1.3476
H -4.8155 -2.7253 0.6893
H -3.7574 -4.4494 -0.7969
H -3.9071 -2.8989 -1.6310
H -0.6215 -3.8152 -2.6446
H -2.3141 -4.0995 -3.0314
H -1.8558 -4.7673 0.5338
H -0.8216 -5.1801 -0.8378
N 2.4515 0.6270 -1.1189
C 1.9762 -0.5582 -0.8138
N 2.6826 -1.4562 -0.1409
O 0.7321 -0.8361 -1.1362
H 3.3525 0.9819 -0.7989
H 1.8759 1.2909 -1.6082
H 3.6369 -1.2705 0.1206
H 2.2703 -2.3461 0.1094
O 5.4748 3.3785 -0.2507
S 4.0989 3.3320 -0.6536
O 3.5166 1.9726 -0.6806
O 3.7085 4.1375 -1.7861
C 3.1496 4.1033 0.7172
N 3.6430 4.8809 1.6762
C 2.8029 5.2180 2.6550
C 1.4829 4.7542 2.7532
C 1.0698 4.0116 1.6684
N 1.8892 3.7412 0.6595
C -0.1004 3.1289 1.4041
C -0.7758 2.3437 2.3367
C -1.3251 1.1509 1.8866
N -1.2422 0.7991 0.5894
C -0.8731 1.7165 -0.3172
C -0.2927 2.8798 0.0433
H 3.2123 5.8535 3.4318
H 0.8610 4.9778 3.6079
H -0.6979 2.5266 3.3993
H -1.6946 0.4014 2.5741
H -0.8549 1.4213 -1.3656
H 0.1803 3.5073 -0.6943
```

For the energy above the lowest of the compared OMol25 structures with the same formula, charge and spin, the calculation gives 464.53 kJ/mol. As for the LUMO energy: -4.30 eV. The calculation puts the total energy at -2071.87412 hartree. The calculation puts the highest occupied orbital energy at -11.5 eV. The value obtained for the gap between HOMO and LUMO is 7.185 eV. The net charge is +1.

(5)
Below is C16H19N7RuS3 as an isolated structure, with properties calculated with ωB97M-V/def2-TZVPD.

```
46
Properties=species:S:1:pos:R:3
Ru 0.3920 -0.3190 0.5063
C -2.2392 2.7245 1.7861
C -1.2580 1.8588 1.0615
N -0.9176 0.6534 1.4983
N -1.4119 0.2288 2.7039
C -1.0991 -0.9969 3.1394
N -1.6256 -1.3400 4.3671
S -0.1775 -2.0534 2.2522
C -0.5431 2.2350 -0.0911
C -0.6934 3.4633 -0.7751
C 0.0664 3.7335 -1.8727
C 1.0057 2.7837 -2.3111
C 1.1283 1.6143 -1.6132
N 0.3836 1.3212 -0.5231
H -3.1219 2.1540 2.0903
H -2.5961 3.5297 1.1504
H -1.8084 3.1880 2.6818
H -1.9510 0.8649 3.2717
H -1.6213 -0.6072 5.0627
H -1.2221 -2.1967 4.7142
H -1.4105 4.1909 -0.4217
H -0.0537 4.6741 -2.3959
H 1.6313 2.9584 -3.1743
H 1.8334 0.8487 -1.9010
S 2.0408 0.5782 2.0176
C 3.5180 0.3073 1.1288
C 4.7136 0.8877 1.6716
N 5.6526 1.3648 2.1383
C 3.5779 -0.4528 0.0081
S 2.2063 -1.2715 -0.6882
C 4.8316 -0.6428 -0.6696
N 5.8292 -0.7835 -1.2278
C -2.5115 -2.5467 -1.7028
C -1.0207 -2.2301 -1.5449
C -0.4475 -1.7748 -2.8956
C -0.2904 -3.5031 -1.0769
N -0.8849 -1.1479 -0.6060
H -2.6671 -3.3479 -2.4332
H -3.0472 -1.6549 -2.0327
H -2.9296 -2.8595 -0.7437
H -0.5741 -2.5604 -3.6473
H 0.6135 -1.5456 -2.7999
H -0.9641 -0.8746 -3.2367
H -0.4314 -4.3219 -1.7917
H -0.6814 -3.8169 -0.1068
H 0.7761 -3.3154 -0.9672
```

For the energy above the lowest of the compared OMol25 structures with the same formula, charge and spin, the calculation gives 0.00 kJ/mol. The spin multiplicity is 2. As for the LUMO energy (alpha / beta): 2.17 / 2.17 eV. The calculation puts the total energy at -2293.87691 hartree. The calculation puts the highest occupied orbital energy (alpha / beta) at -3.3 / -3.1 eV. The value obtained for the gap between HOMO and LUMO (alpha / beta) is 5.481 / 5.287 eV. The net charge is -1.

(6)
Below is one molecule with the formula C16H19N9O2, with properties calculated with ωB97M-V/def2-TZVPD.

```
46
Properties=species:S:1:pos:R:3
O 2.7605 1.7218 1.9999
N 2.4955 0.5801 2.4722
C 1.1435 0.1615 2.4613
C 0.2436 1.2214 1.9643
N -1.1105 0.7315 2.0015
N -2.2111 1.5135 1.7445
N -3.2345 0.7040 1.7710
N -2.8605 -0.5815 1.9989
C -1.5105 -0.5647 2.1281
C -0.5569 -1.5558 2.4450
C 0.7548 -1.1621 2.6627
O 3.3903 -0.1783 2.8964
H 0.4974 1.4375 0.9205
H -0.9335 -2.5625 2.5494
H 1.5311 -1.8399 3.0259
C 1.6340 5.7735 0.4929
N 1.3788 5.8870 1.9116
C 1.0777 7.2201 2.3572
C 1.0472 7.3411 3.8642
N 0.5274 6.1673 4.5329
C 0.1017 6.3848 5.8984
C 0.0080 5.1098 6.7034
N -0.4118 3.9690 5.9279
C -0.7824 2.8222 6.7263
C -0.0218 3.8101 4.6281
C -0.0856 2.5755 3.9593
N 0.3709 2.4602 2.6806
C 0.8593 3.5323 2.0185
C 0.9194 4.7952 2.5970
C 0.4835 4.9510 3.9400
H 2.2491 4.8933 0.2939
H 0.7069 5.6954 -0.0937
H 2.1735 6.6692 0.1713
H 1.8558 7.8758 1.9514
H 0.1046 7.5546 1.9537
H 2.0695 7.5558 4.2255
H 0.4270 8.2038 4.1383
H 0.8177 7.0622 6.3822
H -0.8751 6.9009 5.9142
H 0.9928 4.9171 7.1645
H -0.7257 5.2361 7.5047
H -1.5312 2.2216 6.2066
H 0.0754 2.1801 6.9706
H -1.2053 3.1985 7.6619
H -0.4591 1.6661 4.4372
H 1.2123 3.3041 1.0197
```

As for the LUMO energy: -0.07 eV. The calculation puts the total energy at -1264.21352 hartree. The calculation puts the highest occupied orbital energy at -6.9 eV. The value obtained for the gap between HOMO and LUMO is 6.826 eV.

Copy entry 6 word for word.
Below is one molecule with the formula C16H19N9O2, with properties calculated with ωB97M-V/def2-TZVPD.

```
46
Properties=species:S:1:pos:R:3
O 2.7605 1.7218 1.9999
N 2.4955 0.5801 2.4722
C 1.1435 0.1615 2.4613
C 0.2436 1.2214 1.9643
N -1.1105 0.7315 2.0015
N -2.2111 1.5135 1.7445
N -3.2345 0.7040 1.7710
N -2.8605 -0.5815 1.9989
C -1.5105 -0.5647 2.1281
C -0.5569 -1.5558 2.4450
C 0.7548 -1.1621 2.6627
O 3.3903 -0.1783 2.8964
H 0.4974 1.4375 0.9205
H -0.9335 -2.5625 2.5494
H 1.5311 -1.8399 3.0259
C 1.6340 5.7735 0.4929
N 1.3788 5.8870 1.9116
C 1.0777 7.2201 2.3572
C 1.0472 7.3411 3.8642
N 0.5274 6.1673 4.5329
C 0.1017 6.3848 5.8984
C 0.0080 5.1098 6.7034
N -0.4118 3.9690 5.9279
C -0.7824 2.8222 6.7263
C -0.0218 3.8101 4.6281
C -0.0856 2.5755 3.9593
N 0.3709 2.4602 2.6806
C 0.8593 3.5323 2.0185
C 0.9194 4.7952 2.5970
C 0.4835 4.9510 3.9400
H 2.2491 4.8933 0.2939
H 0.7069 5.6954 -0.0937
H 2.1735 6.6692 0.1713
H 1.8558 7.8758 1.9514
H 0.1046 7.5546 1.9537
H 2.0695 7.5558 4.2255
H 0.4270 8.2038 4.1383
H 0.8177 7.0622 6.3822
H -0.8751 6.9009 5.9142
H 0.9928 4.9171 7.1645
H -0.7257 5.2361 7.5047
H -1.5312 2.2216 6.2066
H 0.0754 2.1801 6.9706
H -1.2053 3.1985 7.6619
H -0.4591 1.6661 4.4372
H 1.2123 3.3041 1.0197
```

As for the LUMO energy: -0.07 eV. The calculation puts the total energy at -1264.21352 hartree. The calculation puts the highest occupied orbital energy at -6.9 eV. The value obtained for the gap between HOMO and LUMO is 6.826 eV.